--- A ---
Here is 3 unconnected molecules or ions with the total composition H5O3 from the OMol25 dataset. Energies are from the ωB97M-V functional and the def2-TZVPD basis.

```
8
Properties=species:S:1:pos:R:3:nbo_charge:R:1
O 0.54 -0.92 -0.67 -1.287
H 0.49 -0.67 -1.60 0.407
O 1.36 0.96 1.22 -0.998
H 1.35 1.34 0.33 0.462
H 1.17 0.04 0.91 0.518
O -1.90 -0.12 -0.30 -1.044
H -2.15 0.33 -1.11 0.429
H -0.99 -0.60 -0.49 0.513
```

## Properties
- Kohn-Sham gap (eV) = 8.63
- 2S+1 = 1
- HOMO level (eV) = -3.725
- charge = -1
- M (Da) = 53.04

=====

--- B ---
Here is 3 unconnected molecules or ions with the total composition H5O3 from the OMol25 dataset. Energies are from the ωB97M-V functional and the def2-TZVPD basis.

```
8
Properties=species:S:1:pos:R:3:nbo_charge:R:1
O 1.42 -1.42 -1.04 -1.031
H 1.34 -1.18 -1.97 0.442
O -1.28 0.62 1.74 -1.051
H -0.77 0.62 0.82 0.511
H -1.26 1.55 2.02 0.434
O -0.09 0.70 -0.56 -1.239
H 0.93 -0.63 -0.61 0.520
H -0.83 0.31 -1.05 0.415
```

## Properties
- Kohn-Sham gap (eV) = 9.07
- 2S+1 = 1
- HOMO level (eV) = -4.056
- charge = -1
- M (Da) = 53.04

=====

Bottom line: B, by a margin of 7.0 kcal/mol.

=====

--- A ---
Here is 2 unconnected molecules or ions with the total composition C3H5NO from the OMol25 dataset. Energies are from the ωB97M-V functional and the def2-TZVPD basis.

```
10
Properties=species:S:1:pos:R:3:nbo_charge:R:1
C -1.59 0.89 0.18 -0.460
C -0.79 0.25 -0.70 -0.248
C 1.17 -0.39 -0.45 0.723
N 1.36 -0.92 0.77 -0.845
O 2.01 -0.09 -1.25 -0.591
H -2.54 1.23 -0.23 0.196
H -1.56 1.25 1.16 0.210
H -0.98 -0.05 -1.69 0.191
H 0.58 -1.15 1.30 0.417
H 2.34 -1.03 0.91 0.408
```

## Properties
- Kohn-Sham gap (eV) = 9.98
- 2S+1 = 1
- HOMO level (eV) = -9.050
- charge = 0
- M (Da) = 71.08

=====

--- B ---
Here is a molecular structure, C3H5NO from the OMol25 dataset. Energies are from the ωB97M-V functional and the def2-TZVPD basis.

```
10
Properties=species:S:1:pos:R:3:nbo_charge:R:1
O -1.49 0.55 0.25 -0.719
C -0.70 -0.59 -0.06 -0.074
C 0.59 0.04 -0.56 -0.511
C 1.75 0.20 0.24 0.173
N 2.50 0.72 0.97 -0.352
H -2.33 0.25 0.63 0.472
H -0.53 -1.21 0.83 0.179
H -1.19 -1.22 -0.82 0.180
H 0.70 1.11 0.16 0.391
H 0.69 0.15 -1.65 0.261
```

## Properties
- Kohn-Sham gap (eV) = 10.42
- 2S+1 = 1
- HOMO level (eV) = -9.792
- charge = 0
- M (Da) = 71.08

=====

--- C ---
Here is C3H5NO in the gas phase from the OMol25 dataset. Energies are from the ωB97M-V functional and the def2-TZVPD basis.

```
10
Properties=species:S:1:pos:R:3:nbo_charge:R:1
C 0.73 0.91 0.61 -0.266
O 0.59 0.48 -0.74 -0.507
C -0.11 -0.72 -0.86 -0.163
C -1.37 -0.70 -0.08 0.242
N -2.29 -0.59 0.61 -0.306
H 1.36 1.79 0.60 0.203
H 1.19 0.13 1.23 0.170
H -0.24 1.16 1.05 0.188
H 0.48 -1.58 -0.51 0.206
H -0.34 -0.88 -1.91 0.233
```

## Properties
- Kohn-Sham gap (eV) = 11.68
- 2S+1 = 1
- HOMO level (eV) = -10.842
- charge = 0
- M (Da) = 71.08

=====

--- D ---
Here is C3H5NO in the gas phase from the OMol25 dataset. Energies are from the ωB97M-V functional and the def2-TZVPD basis.

```
10
Properties=species:S:1:pos:R:3:nbo_charge:R:1
C -0.70 0.75 0.12 -0.165
O -0.93 -0.05 -1.05 -0.521
C 0.31 -0.77 -0.93 -0.135
C 0.47 -0.23 0.45 0.259
N 1.09 -0.42 1.52 -0.556
H -1.62 0.84 0.74 0.195
H -0.40 1.79 -0.12 0.182
H 0.50 0.30 1.93 0.343
H 1.08 -0.38 -1.60 0.193
H 0.19 -1.84 -1.05 0.205
```

## Properties
- Kohn-Sham gap (eV) = 11.18
- 2S+1 = 1
- HOMO level (eV) = -10.219
- charge = 0
- M (Da) = 71.08

=====

Bottom line: C, by a margin of 30.4 kcal/mol.

=====

--- A ---
Here is C9H9NO in the gas phase from the OMol25 dataset. Energies are from the ωB97M-V functional and the def2-TZVPD basis.

```
20
Properties=species:S:1:pos:R:3:nbo_charge:R:1
C 1.78 1.19 -0.10 -0.254
C 2.19 -0.13 -0.33 -0.177
C -2.02 0.14 0.87 -0.197
C 0.56 1.60 -0.35 -0.130
C 1.39 -1.05 -0.86 -0.222
C -1.92 0.80 -0.28 -0.211
C -1.11 -0.73 1.60 -0.113
C -0.55 0.65 -0.88 -0.320
C -0.09 -0.86 -0.77 -0.085
N -0.33 -1.48 0.93 0.174
O 0.47 -2.27 1.37 -0.471
H 2.55 1.75 0.46 0.223
H 3.25 -0.47 -0.15 0.221
H -3.08 0.14 1.28 0.210
H 0.13 2.60 -0.52 0.214
H 1.82 -2.07 -0.92 0.231
H -2.59 1.53 -0.67 0.225
H -1.11 -0.68 2.68 0.214
H -0.66 0.95 -2.06 0.243
H -0.70 -1.60 -1.31 0.225
```

## Properties
- Kohn-Sham gap (eV) = 8.31
- 2S+1 = 1
- HOMO level (eV) = -8.136
- charge = 0
- M (Da) = 147.18

=====

--- B ---
Here is C9H9NO in the gas phase from the OMol25 dataset. Energies are from the ωB97M-V functional and the def2-TZVPD basis.

```
20
Properties=species:S:1:pos:R:3:nbo_charge:R:1
C -1.08 0.71 -2.69 -0.220
C 0.04 1.26 -2.21 -0.209
C -1.78 -0.23 -1.87 -0.188
C 0.57 0.96 -0.97 -0.193
C -1.22 -0.67 -0.65 -0.214
C -0.02 -0.11 -0.21 -0.046
C 1.14 -1.86 1.52 0.674
C 0.63 -0.55 1.06 0.031
C 0.00 0.47 2.34 -0.605
N 2.09 -1.00 1.06 -0.614
O 1.06 -2.79 2.27 -0.537
H -1.27 0.82 -3.75 0.219
H 0.54 1.97 -2.79 0.208
H -2.79 -0.52 -2.21 0.218
H 1.23 1.60 -0.46 0.210
H -1.65 -1.40 0.00 0.221
H 0.64 1.38 2.55 0.216
H 0.05 -0.15 3.24 0.220
H -0.99 0.71 2.05 0.219
H 2.80 -0.60 1.72 0.390
```

## Properties
- Kohn-Sham gap (eV) = 9.80
- 2S+1 = 1
- HOMO level (eV) = -9.087
- charge = 0
- M (Da) = 147.18

=====

Bottom line: B, by a margin of 69.5 kcal/mol.

=====

--- A ---
Here is a molecular structure, C5H12N2 from the OMol25 dataset. Energies are from the ωB97M-V functional and the def2-TZVPD basis.

```
19
Properties=species:S:1:pos:R:3:nbo_charge:R:1
C -0.06 0.02 1.15 -0.240
C 1.49 -1.88 -0.96 -0.429
C -0.61 1.20 -1.37 -0.641
C -0.75 1.08 1.95 -0.642
N -0.86 -0.79 0.18 -0.639
C -0.03 -0.01 -0.68 0.337
N 1.15 -0.48 -1.25 -0.678
H -1.83 -0.49 0.15 0.359
H 0.60 -0.62 1.72 0.204
H 1.18 0.18 -0.08 0.482
H 0.71 -2.57 -1.29 0.193
H 2.41 -2.11 -1.50 0.202
H 1.67 -2.07 0.11 0.171
H 0.19 1.87 -1.68 0.240
H -1.33 1.73 -0.76 0.211
H -1.12 0.83 -2.26 0.237
H -0.05 1.52 2.67 0.225
H -1.13 1.90 1.34 0.205
H -1.59 0.68 2.53 0.203
```

## Properties
- Kohn-Sham gap (eV) = 8.39
- 2S+1 = 1
- HOMO level (eV) = -7.356
- charge = 0
- M (Da) = 100.16

=====

--- B ---
Here is a molecular structure, C5H12N2 from the OMol25 dataset. Energies are from the ωB97M-V functional and the def2-TZVPD basis.

```
19
Properties=species:S:1:pos:R:3:nbo_charge:R:1
C 0.68 -0.63 1.54 -0.306
C -1.78 0.54 -0.22 -0.411
C -0.65 -1.11 -1.54 -0.402
N -0.51 -0.05 -0.56 -0.538
C 0.87 0.23 0.41 0.206
N 2.05 0.07 -0.37 -0.815
C 0.86 1.31 1.36 -0.406
H 2.01 -0.78 -0.91 0.371
H 2.17 0.86 -0.99 0.374
H -0.26 -0.70 2.08 0.215
H 1.44 -1.36 1.81 0.213
H 0.32 -1.54 -1.80 0.182
H -1.69 1.34 0.53 0.194
H -2.26 1.01 -1.09 0.179
H -2.49 -0.19 0.20 0.156
H -1.30 -1.93 -1.19 0.163
H -1.08 -0.72 -2.47 0.180
H -0.04 1.64 1.87 0.220
H 1.66 2.03 1.35 0.225
```

## Properties
- Kohn-Sham gap (eV) = 8.11
- 2S+1 = 1
- HOMO level (eV) = -7.219
- charge = 0
- M (Da) = 100.16

=====

--- C ---
Here is C5H12N2 in the gas phase from the OMol25 dataset. Energies are from the ωB97M-V functional and the def2-TZVPD basis.

```
19
Properties=species:S:1:pos:R:3:nbo_charge:R:1
C -1.88 -0.56 0.49 -0.227
C -0.55 -0.77 -0.31 -0.447
C 0.60 0.12 0.02 -0.051
C 1.87 -0.33 0.06 -0.037
N 2.96 0.65 0.03 -0.817
C 0.39 1.60 0.06 -0.658
N -3.11 -0.92 -0.29 -0.821
H -1.75 -1.39 1.19 0.189
H -1.93 0.42 0.98 0.189
H -0.30 -1.86 -0.37 0.217
H -0.64 -0.75 -1.40 0.203
H 2.15 -1.33 -0.30 0.192
H 3.78 0.19 0.41 0.359
H 2.74 1.31 0.78 0.355
H -0.65 1.91 -0.13 0.216
H 1.01 2.03 -0.74 0.231
H 0.76 2.02 0.98 0.212
H -2.76 -1.08 -1.24 0.345
H -3.65 -0.07 -0.38 0.350
```

## Properties
- Kohn-Sham gap (eV) = 9.11
- 2S+1 = 1
- HOMO level (eV) = -8.151
- charge = 0
- M (Da) = 100.16

=====

--- D ---
Here is 2 unconnected molecules or ions with the total composition C5H12N2 from the OMol25 dataset. Energies are from the ωB97M-V functional and the def2-TZVPD basis.

```
19
Properties=species:S:1:pos:R:3:nbo_charge:R:1
C 2.06 0.04 1.34 -0.529
C 2.43 -1.25 1.23 0.013
N 1.59 -2.33 1.00 -0.825
H 1.03 0.30 1.34 0.185
H 2.84 0.82 1.56 0.213
H 3.48 -1.48 1.46 0.191
H 0.60 -2.16 0.93 0.375
H 1.76 -3.15 1.62 0.379
C -3.02 0.95 -0.47 -0.617
C -1.55 0.45 -0.61 -0.259
C 0.39 1.13 -1.90 -0.070
N -0.91 1.17 -1.80 -0.402
H -3.55 0.54 0.41 0.208
H -3.04 2.02 -0.30 0.213
H -3.61 0.71 -1.41 0.218
H -1.53 -0.65 -0.82 0.194
H -0.92 0.70 0.28 0.182
H 1.00 0.62 -1.15 0.152
H 0.95 1.59 -2.71 0.177
```

## Properties
- Kohn-Sham gap (eV) = 9.49
- 2S+1 = 1
- HOMO level (eV) = -8.526
- charge = 0
- M (Da) = 100.16

=====

Bottom line: C, by a margin of 12.4 kcal/mol.

=====

--- A ---
Here is 2 unconnected molecules or ions with the total composition C5H12N2 from the OMol25 dataset. Energies are from the ωB97M-V functional and the def2-TZVPD basis.

```
19
Properties=species:S:1:pos:R:3:nbo_charge:R:1
C 0.60 -0.60 -0.66 -0.208
C -1.58 0.89 -1.02 -0.409
C -1.73 -1.00 0.58 -0.409
N -0.89 -0.08 -0.18 -0.386
C 0.69 0.29 0.41 0.308
N 2.82 -0.40 -0.21 -1.355
C 0.88 1.12 1.40 -0.415
H 3.47 0.17 -0.74 0.322
H 3.38 -1.07 0.31 0.322
H 0.81 -0.27 -1.66 0.256
H 0.70 -1.67 -0.48 0.256
H -2.24 1.52 -0.42 0.201
H -2.34 -1.62 -0.09 0.197
H -2.18 0.38 -1.79 0.197
H -0.85 1.53 -1.51 0.218
H -2.40 -0.45 1.25 0.201
H -1.10 -1.65 1.18 0.218
H 1.89 1.32 1.73 0.272
H 0.04 1.60 1.89 0.215
```

## Properties
- Kohn-Sham gap (eV) = 6.65
- 2S+1 = 1
- HOMO level (eV) = -6.104
- charge = 0
- M (Da) = 100.16

=====

--- B ---
Here is 2 unconnected molecules or ions with the total composition C5H12N2 from the OMol25 dataset. Energies are from the ωB97M-V functional and the def2-TZVPD basis.

```
19
Properties=species:S:1:pos:R:3:nbo_charge:R:1
C -0.73 0.98 -2.12 -0.044
C -0.33 -0.80 1.30 -0.456
C 1.62 -0.42 -0.32 -0.703
C -0.38 0.50 2.08 -0.610
N -0.52 1.74 -1.09 -0.599
C 0.15 -0.76 -0.25 0.368
N -0.42 -1.71 -0.91 -0.660
H -1.29 1.72 -0.42 0.335
H -0.21 -1.70 -1.90 0.325
H -1.73 0.65 -2.44 0.164
H -0.02 1.06 -2.93 0.164
H -1.29 -1.32 1.37 0.218
H 0.41 -1.46 1.76 0.204
H 2.23 -1.27 -0.02 0.235
H 1.86 0.43 0.33 0.224
H 1.86 -0.10 -1.33 0.219
H 0.52 1.09 1.95 0.206
H -0.49 0.29 3.15 0.213
H -1.26 1.08 1.79 0.194
```

## Properties
- Kohn-Sham gap (eV) = 9.88
- 2S+1 = 1
- HOMO level (eV) = -9.069
- charge = 0
- M (Da) = 100.16

=====

--- C ---
Here is 2 unconnected molecules or ions with the total composition C5H12N2 from the OMol25 dataset. Energies are from the ωB97M-V functional and the def2-TZVPD basis.

```
19
Properties=species:S:1:pos:R:3:nbo_charge:R:1
C 2.09 -0.88 0.19 -0.475
C -1.59 -0.91 1.04 -0.278
C -1.63 -0.23 -0.18 0.067
C -1.72 -0.84 -1.40 -0.337
C -0.11 1.77 0.10 -0.414
N -1.40 1.18 -0.20 -0.643
N 2.54 0.42 0.57 -0.617
H 1.01 -0.88 0.47 0.190
H 2.55 -1.74 0.69 0.182
H -1.60 -2.00 1.13 0.211
H -1.54 -0.27 1.92 0.215
H -1.70 -1.91 -1.41 0.194
H -1.51 -0.32 -2.32 0.202
H 0.01 2.00 1.16 0.193
H 0.07 2.68 -0.46 0.205
H 0.63 1.01 -0.16 0.213
H -1.79 1.52 -1.07 0.363
H 2.15 -1.03 -0.90 0.218
H 3.53 0.43 0.84 0.313
```

## Properties
- Kohn-Sham gap (eV) = 3.52
- 2S+1 = 1
- HOMO level (eV) = -6.324
- charge = 0
- M (Da) = 100.16

=====

Bottom line: B, by a margin of 84.3 kcal/mol.